Record 1
This record from OMol25 describes a cluster of 2 separate species, C2H3NO2S in total in a non-equilibrium geometry. The level of theory is the ωB97M-V functional and the def2-TZVPD basis.

Element x y z (Å)
O -2.898155 -0.119559 0.022651
H 1.435863 1.153431 1.138288
C 1.165445 -0.359785 -0.264691
C 0.837911 0.801294 0.339162
N -1.723251 -0.301899 -0.028059
H 0.686890 -0.811418 -1.093848
H 1.846807 -0.949428 0.165992
S -0.270912 1.892132 -0.368496
O -1.080602 -1.304767 0.089000

Forces on the atoms, in the same order (eV/Å):
0.0967 -0.1487 -0.1194
0.1717 0.1109 1.0927
-1.9711 1.7410 -0.4595
0.5211 0.6686 -2.0347
0.0968 0.7321 0.1082
-0.2489 0.3748 -0.9450
2.6999 -2.1954 1.7507
-0.8445 -1.8749 0.5388
-0.5215 0.5916 0.0681

Output
- Maximum force: 0.0758 hartree/bohr
- Relative energy (zero: lowest compared OMol25 entry of this formula, charge and spin): 6.505 eV
- 2S+1: 1
- HOMO (alpha / beta): -9.1 / -9.1 eV
- HOMO-LUMO gap (alpha / beta): 6.75 / 6.51 eV

For each atom in turn, the natural (NBO) charge in e is: O -0.298; H 0.214; C -0.223; C -0.432; N 0.496; H 0.208; H 0.185; S 0.151; O -0.300

=====

Record 2
This record from OMol25 describes a structure of composition C22H35AsNO7P2ReSSi in a non-equilibrium geometry. The level of theory is the ωB97M-V functional and the def2-TZVPD basis.

Element x y z (Å)
As 1.906050 2.545220 1.122536
C 1.044104 4.054454 0.317544
H -3.960649 -0.586023 2.885475
H -0.955787 -0.352113 -2.728648
C 1.675227 -2.163567 -3.438053
H -0.018452 4.105003 0.537010
C 5.622853 -3.290983 -0.040664
S 1.906511 0.688429 0.018351
H 1.435546 -0.318886 -2.394085
H 1.120242 -1.355012 2.210302
Si 1.012588 -3.278051 0.627811
H 3.250366 -1.579183 1.662230
H 1.200954 3.964111 -0.752787
H 4.010009 3.160864 -0.059819
H -1.620594 -1.952386 -4.454195
C 3.757318 3.034921 0.989079
C 3.437917 -4.188126 -0.494188
C -1.326896 -6.213556 2.322264
H 1.778033 -3.233967 -3.235704
H -3.274232 3.487111 0.492127
C 1.608644 2.336682 3.001310
N 0.124152 -1.686397 -1.486840
O -2.315139 3.339650 0.421736
C 5.056296 -2.348315 0.807105
H 2.457874 -5.528827 1.917908
C 0.470426 -4.818571 1.488532
O -3.137736 -0.447852 2.382525
C -0.799900 -2.216948 -3.787201
C 1.392908 -5.716357 2.029336
H 2.816991 -4.924209 -1.004286
O -1.257150 1.514968 -1.109462
H 2.130678 1.429879 3.291222
C 3.679217 -2.327031 1.002115
H -0.730834 -7.982286 3.385700
H 3.914233 3.974752 1.516786
C 0.057467 -3.100434 -0.987113
H 5.250784 -4.945380 -1.360248
H 2.037182 3.199193 3.506208
C 0.387324 -1.739620 1.490590
H 0.687253 -2.502271 -5.338334
Re -0.305919 -0.270196 0.169286
H 2.237040 -1.567196 -1.434448
H 5.687124 -1.630661 1.319461
O -2.167633 -1.149907 0.197173
H -1.924130 -1.648180 -2.028782
O -4.758704 -1.011021 0.470773
C 4.811247 -4.210453 -0.695922
H 6.696163 -3.312840 -0.187028
H 4.381731 2.259063 1.421997
H -2.387301 -6.407170 2.436325
H -0.506425 -2.040194 2.062851
H -1.636651 -4.391863 1.244076
C 0.546891 -1.907460 -4.435318
H 0.365266 -3.798389 -1.764910
H 0.548356 2.244110 3.211851
C 2.848135 -3.244789 0.354782
H 1.688081 -7.540373 3.126386
C -0.895388 -5.080594 1.646238
C 0.963317 -6.850429 2.709078
C 1.440197 -1.382366 -2.151351
C -0.976107 -1.421592 -2.500579
O -3.296670 1.085700 0.400323
H -0.885903 -3.287388 -3.584186
C -0.394944 -7.098604 2.854246
H 0.567360 -0.851900 -4.732545
P -3.439086 -0.513103 0.818054
H 1.553669 4.933882 0.701204
H -0.990976 -3.314752 -0.755234
P -1.918232 1.830471 0.199732
H 2.633212 -1.829193 -3.843141
O -0.906900 1.398602 1.303534

Forces on the atoms, in the same order (eV/Å):
0.5418 -0.1383 -0.0693
-0.3032 -0.1659 0.0754
0.3421 0.0512 -0.1504
0.0364 -0.0200 0.0757
-0.0765 -0.0084 -0.0122
0.0310 -0.0231 0.0190
-0.0463 0.0287 0.0149
-0.1379 0.2570 0.0923
-0.0658 0.0013 0.0297
-0.1172 0.0214 -0.0639
-0.1645 0.2732 -0.0087
0.0525 -0.0784 -0.0312
-0.0105 0.0365 -0.1055
0.0281 -0.0027 -0.0698
-0.0352 -0.0150 0.0048
0.0177 0.0679 0.0340
0.0303 -0.0259 -0.0758
0.0116 0.0388 -0.0210
0.0122 0.0645 -0.0121
0.3224 -0.0025 -0.0147
-0.2587 0.0392 -0.0847
-0.4908 0.4288 0.0283
-0.1485 -0.1224 -0.1070
-0.0510 0.0001 -0.0100
-0.1032 -0.0354 0.0255
-0.0278 -0.1762 0.0547
-0.3618 -0.1522 0.0664
0.1765 0.0375 0.0491
0.0038 -0.0753 0.0217
0.0798 0.0783 0.0653
-0.0807 -0.3853 0.2784
0.0456 -0.0552 0.0821
0.0852 -0.0320 -0.0466
0.0267 0.0652 -0.0478
0.0135 0.0017 0.0137
0.0057 -0.0299 -0.1638
-0.0229 0.0261 0.0486
-0.0041 0.0329 0.0525
-0.2616 0.4598 0.4108
0.0055 0.0228 0.0087
0.9215 -0.8028 -0.6718
0.0172 -0.0318 0.0408
-0.0217 -0.0498 -0.0214
0.2018 0.6500 0.2851
-0.0561 -0.0398 0.1033
0.1394 -0.0269 -0.0854
-0.0179 0.0003 -0.0094
-0.0507 0.0030 -0.0093
0.0069 -0.0622 0.0256
0.0630 0.0107 -0.0060
0.1550 0.0201 -0.0423
0.0524 -0.0704 0.0457
0.0031 -0.0153 0.0696
-0.0501 0.0191 -0.0531
-0.0387 -0.0159 0.0070
0.1927 -0.0168 0.0775
-0.0448 0.0483 -0.0300
-0.0306 -0.0916 0.0601
0.0035 0.0078 -0.0029
-0.0683 -0.1770 -0.1270
0.2298 -0.0972 -0.1858
0.0514 -0.1012 0.0606
-0.0381 0.0121 -0.0287
-0.0025 0.0173 -0.0038
-0.0001 -0.0695 -0.0230
-0.0619 -0.0264 0.0885
0.0062 0.1080 0.0166
0.0517 0.0560 -0.0711
-0.2861 0.7811 0.2353
-0.0144 -0.0479 0.0217
-0.4134 -0.4803 -0.2229

Output
- Maximum force: 0.0271 hartree/bohr
- 2S+1: 4
- HOMO (alpha / beta): -11.4 / -11.4 eV
- Total charge: +1
- HOMO-LUMO gap (alpha / beta): 9.27 / 7.49 eV

For each atom in turn, the Löwdin charge in e is: As 0.824; C -0.205; H 0.108; H 0.113; C -0.164; H 0.020; C -0.072; S 0.337; H 0.085; H 0.011; Si 0.616; H 0.071; H 0.057; H 0.047; H 0.124; C -0.255; C -0.100; C -0.074; H 0.109; H 0.119; C -0.215; N -0.302; O -0.069; C -0.074; H 0.100; C -0.248; O -0.105; C -0.164; C -0.084; H 0.113; O -0.314; H 0.047; C -0.113; H 0.109; H 0.050; C -0.200; H 0.109; H 0.051; C -0.362; H 0.117; Re 1.401; H 0.070; H 0.105; O -0.416; H 0.107; O -0.213; C -0.070; H 0.108; H 0.044; H 0.108; H 0.033; H 0.100; C -0.181; H 0.089; H 0.035; C -0.278; H 0.108; C -0.094; C -0.073; C -0.242; C -0.177; O -0.229; H 0.116; C -0.074; H 0.121; P 0.270; H 0.051; H 0.092; P 0.185; H 0.125; O -0.438